{"formula": "C39H73Br2IN7O5PSi", "method": "wB97M-V/def2-TZVPD", "species": ["C", "C", "C", "I", "O", "P", "O", "O", "C", "C", "O", "Si", "C", "C", "C", "O", "C", "Br", "C", "C", "Br", "H", "H", "H", "H", "H", "H", "H", "H", "H", "H", "H", "H", "H", "H", "H", "H", "H", "H", "H", "H", "H", "H", "H", "H", "C", "C", "C", "C", "N", "H", "H", "H", "H", "H", "H", "H", "C", "C", "C", "C", "N", "H", "H", "H", "H", "H", "H", "H", "C", "C", "C", "C", "N", "H", "H", "H", "H", "H", "H", "H", "C", "C", "C", "C", "N", "H", "H", "H", "H", "H", "H", "H", "C", "C", "C", "C", "N", "H", "H", "H", "H", "H", "H", "H", "C", "C", "C", "C", "N", "H", "H", "H", "H", "H", "H", "H", "C", "C", "C", "C", "N", "H", "H", "H", "H", "H", "H", "H"], "positions_angstrom": [[-0.835698, 2.593079, 1.037017], [-2.069000, 2.186669, 0.238767], [-1.714366, 1.442390, -1.023955], [-3.514717, 0.481378, -1.750218], [-0.722131, 0.477600, -0.704445], [0.100801, -0.178074, -1.868005], [-0.611255, -1.167115, -2.637136], [1.300192, -0.751122, -1.064080], [2.346737, -1.246522, -1.917141], [3.169981, -2.267196, -1.175682], [2.404723, -3.156638, -0.394778], [1.470244, -4.323292, -1.148214], [-0.299743, -3.956759, -0.686351], [1.867321, -6.032101, -0.494576], [1.673403, -4.378096, -3.003931], [0.778480, 0.967878, -2.744947], [0.523871, 1.013462, -4.129502], [-1.070850, 2.055710, -4.525378], [1.736572, 1.693541, -4.732747], [1.988399, 3.096527, -4.259967], [1.660021, 1.568301, -6.656223], [-1.100866, 3.395533, 1.707302], [-0.072167, 2.947303, 0.362988], [-0.469005, 1.760473, 1.613061], [-2.708390, 3.019919, 0.002016], [-2.642991, 1.493821, 0.840838], [-1.364237, 2.141093, -1.763316], [3.014063, -0.443799, -2.207012], [1.934940, -1.669566, -2.824749], [3.817164, -2.778060, -1.882220], [3.807460, -1.731137, -0.484057], [-0.310227, -2.948980, -0.298637], [-0.966977, -4.080524, -1.523130], [-0.592843, -4.619155, 0.116197], [2.916854, -6.273700, -0.582001], [1.535089, -6.117422, 0.530265], [1.289403, -6.746039, -1.066611], [0.983450, -3.706308, -3.495215], [1.447980, -5.386190, -3.321165], [2.675037, -4.152265, -3.353077], [0.416382, 0.034015, -4.563339], [2.569850, 1.075189, -4.435400], [1.360075, 3.799534, -4.781730], [3.011620, 3.345815, -4.496158], [1.880955, 3.158765, -3.187939], [-3.502659, 8.595862, -0.492852], [-4.144422, 7.310651, -1.000882], [-3.814412, 6.098699, -0.124396], [-2.394556, 5.749844, -0.171990], [-1.283961, 5.465249, -0.250152], [-2.413222, 8.536861, -0.525267], [-3.808180, 9.442028, -1.107050], [-3.807981, 8.799542, 0.534260], [-3.827037, 7.120668, -2.027716], [-5.227416, 7.432288, -1.017015], [-4.390914, 5.233436, -0.458300], [-4.109234, 6.299266, 0.906784], [-2.051360, -2.849862, 3.014190], [-2.170743, -3.593890, 4.338687], [-1.396523, -4.915975, 4.342896], [-1.956218, -5.889893, 3.407517], [-2.400369, -6.646150, 2.667339], [-2.498316, -3.411468, 2.193098], [-2.562075, -1.890952, 3.069587], [-1.006630, -2.654530, 2.764351], [-3.222810, -3.777378, 4.562744], [-1.779772, -2.967992, 5.142935], [-1.413865, -5.349722, 5.344004], [-0.348711, -4.735647, 4.097373], [-3.137310, 8.492844, 4.626405], [-4.517602, 8.324128, 5.250275], [-5.343470, 7.226972, 4.573749], [-5.691486, 7.563970, 3.194695], [-5.998764, 7.871926, 2.131391], [-3.206488, 8.819574, 3.586564], [-2.562561, 9.240550, 5.170966], [-2.580017, 7.555818, 4.657737], [-5.054441, 9.273535, 5.207616], [-4.402694, 8.067151, 6.302408], [-6.267152, 7.068315, 5.132545], [-4.797548, 6.284564, 4.591897], [2.098374, 1.267939, -11.912395], [2.717862, 1.212901, -10.520315], [3.442209, 2.505895, -10.132798], [4.621087, 2.749765, -10.960637], [5.550228, 2.935374, -11.607908], [2.862363, 1.377613, -12.682986], [1.546043, 0.352180, -12.119759], [1.402909, 2.104592, -11.998804], [3.407344, 0.369681, -10.464119], [1.929507, 1.028232, -9.788510], [3.757565, 2.446053, -9.089936], [2.762453, 3.355734, -10.210782], [-1.919037, 2.002418, 6.734961], [-3.365134, 2.164347, 6.278413], [-3.564862, 3.382035, 5.372582], [-3.328711, 4.632308, 6.085928], [-3.155160, 5.612627, 6.655281], [-1.599673, 2.845168, 7.349453], [-1.805411, 1.098091, 7.328992], [-1.244932, 1.927673, 5.881980], [-4.018419, 2.240733, 7.148971], [-3.674903, 1.276492, 5.725774], [-4.584364, 3.392207, 4.981559], [-2.897228, 3.328492, 4.513662], [0.318046, -8.342799, 5.959289], [1.106902, -8.667012, 7.221585], [0.864393, -7.647630, 8.339669], [1.365587, -6.319666, 7.992013], [1.755720, -5.275530, 7.718923], [0.635771, -7.391699, 5.528808], [0.465109, -9.113579, 5.204490], [-0.751016, -8.283190, 6.172733], [2.170622, -8.715986, 6.985575], [0.819339, -9.653174, 7.588270], [1.356141, -7.974502, 9.256671], [-0.201861, -7.577689, 8.560549], [7.162654, -4.398715, -2.345179], [6.358982, -5.589901, -2.854687], [5.959681, -5.453092, -4.328729], [5.024897, -4.352099, -4.539422], [4.267580, -3.502580, -4.687739], [6.574799, -3.479933, -2.374124], [7.472576, -4.561599, -1.313903], [8.061542, -4.247055, -2.944963], [5.465110, -5.718070, -2.241610], [6.951525, -6.498801, -2.745335], [5.488413, -6.374684, -4.673022], [6.842693, -5.297775, -4.950286]], "atomic_forces_ev_per_a": [[-0.45, 0.16, -0.38], [0.23, -0.83, 0.61], [-0.50, -0.01, 0.66], [0.13, 0.16, -0.15], [0.00, 0.73, -0.06], [-0.09, -0.69, 0.60], [-0.73, -0.66, -1.28], [0.99, 0.20, 0.40], [0.30, -0.36, -0.04], [-0.01, 0.17, 0.92], [0.16, -0.32, -0.67], [-0.66, -0.48, 0.10], [0.72, -0.20, 0.17], [-0.02, 0.61, -0.08], [0.29, 0.25, 0.41], [-0.38, 0.39, -0.15], [0.44, 0.78, -0.32], [-0.20, -0.17, 0.01], [0.04, -0.15, 0.38], [0.36, 0.02, -0.45], [0.05, -0.01, -0.26], [0.05, 0.31, 0.24], [0.43, 0.23, -0.04], [0.27, -0.31, 0.12], [-0.15, 0.32, -0.23], [-0.36, -0.05, 0.28], [0.15, -0.01, -0.58], [0.06, 0.40, -0.03], [-0.33, -0.19, -0.18], [0.11, -0.11, -0.29], [0.26, 0.11, 0.27], [-0.34, 0.42, -0.06], [-0.36, 0.15, -0.22], [-0.26, -0.25, 0.25], [0.34, -0.20, 0.08], [0.12, -0.08, 0.42], [-0.14, -0.25, -0.24], [-0.22, 0.23, -0.19], [-0.17, -0.37, -0.14], [-0.03, 0.01, 0.00], [-0.46, -0.37, 0.08], [0.32, -0.32, -0.05], [-0.37, 0.28, 0.10], [0.36, 0.18, -0.09], [-0.24, 0.08, 0.32], [0.04, -0.04, -0.02], [0.05, 0.26, 0.00], [-0.21, 0.02, -0.11], [0.03, -0.03, -0.03], [-0.06, 0.08, 0.01], [0.01, -0.02, 0.02], [0.01, 0.02, 0.00], [-0.02, 0.00, 0.01], [0.00, -0.08, 0.00], [-0.03, -0.08, 0.06], [0.08, -0.07, 0.02], [0.07, 0.02, 0.03], [-0.01, -0.01, 0.01], [0.01, 0.18, -0.19], [-0.10, 0.15, 0.29], [0.14, 0.01, -0.03], [-0.04, -0.04, -0.02], [0.04, -0.05, -0.01], [-0.04, 0.09, -0.02], [0.00, -0.02, -0.02], [0.01, -0.08, 0.04], [0.04, -0.07, 0.04], [0.01, -0.09, -0.02], [0.01, -0.06, -0.09], [-0.06, 0.00, -0.06], [0.31, 0.15, -0.03], [-0.06, 0.11, 0.26], [-0.15, 0.05, 0.01], [0.13, -0.09, -0.05], [-0.01, -0.02, -0.01], [0.02, 0.01, 0.00], [0.01, -0.01, 0.02], [-0.10, -0.04, -0.02], [-0.06, -0.11, 0.00], [-0.08, -0.03, -0.11], [0.05, 0.00, -0.08], [0.05, -0.01, 0.03], [-0.19, -0.07, -0.23], [-0.12, -0.25, 0.20], [-0.02, 0.12, 0.02], [0.03, -0.03, -0.05], [0.01, 0.04, 0.00], [-0.01, -0.01, -0.02], [0.00, 0.01, -0.01], [0.06, 0.03, 0.09], [0.05, 0.04, 0.08], [0.08, 0.07, -0.01], [0.04, 0.05, -0.07], [-0.09, 0.04, 0.03], [0.23, -0.16, 0.10], [-0.21, -0.26, 0.01], [0.02, -0.02, -0.10], [0.03, 0.13, 0.11], [0.00, 0.03, -0.03], [0.01, -0.04, 0.04], [0.04, 0.01, -0.05], [-0.06, 0.04, -0.04], [-0.04, 0.02, -0.05], [0.00, 0.10, 0.02], [0.11, 0.06, -0.04], [0.03, -0.01, 0.01], [-0.12, -0.01, -0.21], [0.13, -0.29, 0.03], [-0.10, 0.06, 0.09], [0.01, 0.03, -0.08], [-0.01, 0.02, 0.01], [-0.02, 0.01, -0.03], [-0.01, 0.00, -0.03], [0.04, 0.03, 0.08], [-0.01, 0.01, 0.07], [0.04, 0.09, 0.03], [-0.02, 0.07, -0.03], [-0.06, -0.04, 0.01], [0.15, 0.15, 0.12], [0.05, -0.26, 0.17], [0.04, 0.01, -0.17], [0.23, 0.19, -0.06], [0.00, 0.01, -0.04], [0.00, 0.02, 0.02], [0.00, 0.02, -0.01], [-0.05, -0.04, -0.05], [-0.03, -0.05, -0.06], [-0.08, 0.04, -0.05], [0.00, 0.08, -0.02]], "lowdin_charge": [-0.10, -0.32, -0.76, 0.87, -0.20, 0.31, -0.22, -0.12, -0.18, -0.23, -0.19, 0.43, -0.13, -0.16, -0.15, -0.19, -0.77, 0.78, -0.81, -0.15, 0.75, 0.06, 0.07, 0.07, 0.07, 0.08, 0.04, 0.13, 0.11, 0.10, 0.12, 0.02, 0.04, 0.02, 0.02, 0.02, 0.03, 0.03, 0.04, -0.03, 0.09, 0.09, 0.06, 0.08, 0.08, -0.11, -0.26, -0.19, -0.23, 0.17, 0.07, 0.07, 0.05, 0.11, 0.11, 0.12, 0.09, -0.11, -0.26, -0.20, -0.24, 0.15, 0.07, 0.07, 0.08, 0.11, 0.11, 0.11, 0.12, -0.11, -0.27, -0.19, -0.22, 0.16, 0.07, 0.07, 0.06, 0.11, 0.09, 0.12, 0.08, -0.11, -0.27, -0.20, -0.24, 0.14, 0.07, 0.07, 0.08, 0.11, 0.08, 0.10, 0.12, -0.10, -0.26, -0.19, -0.23, 0.18, 0.07, 0.07, 0.08, 0.11, 0.11, 0.12, 0.12, -0.11, -0.26, -0.20, -0.24, 0.14, 0.06, 0.08, 0.08, 0.11, 0.11, 0.12, 0.12, -0.10, -0.25, -0.18, -0.22, 0.16, 0.07, 0.07, 0.08, 0.10, 0.11, 0.12, 0.12], "smiles": "CC[C@H](I)O[P@](=O)(OCCO[Si](C)(C)C)O[C@@H](Br)[C@H](C)Br.CCCC#N.CCCC#N.CCCC#N.CCCC#N.CCCC#N.CCCC#N.CCCC#N", "fmax_ev_per_a": 1.621, "homo_energy_ev": -9.2, "homo_lumo_gap_ev": 9.34}